(1)
Molecular formula: C16H23NO6
Method: DFT, ωB97M-V with the def2-TZVPD basis set

Structure (XYZ):
```
46
Properties=species:S:1:pos:R:3:forces:R:3:mulliken_charge:R:1
C 4.814 1.219 2.516 0.372 -0.028 0.301 -0.72
H 4.997 2.020 3.232 0.020 -0.054 -0.060 0.27
O 3.558 1.521 1.948 -0.285 -0.136 -0.192 -0.45
C 3.026 0.780 0.938 -0.057 -0.082 -0.093 -0.07
C 1.905 1.373 0.356 -0.034 -0.137 -0.108 -0.96
C 1.231 0.758 -0.683 0.462 -0.245 0.145 0.09
C 1.684 -0.470 -1.153 -0.034 -0.093 -0.082 -0.63
C 2.779 -1.090 -0.578 -0.069 0.071 0.001 0.94
C 3.476 -0.466 0.478 0.257 0.020 0.060 0.94
O 4.549 -1.056 1.105 -0.698 0.069 -0.020 -0.53
C 5.546 -1.668 0.310 0.372 -0.212 -0.105 -0.74
H 5.277 -2.692 0.044 0.066 0.145 0.036 0.23
H 6.446 -1.676 0.926 -0.005 0.020 -0.071 0.31
H 5.735 -1.098 -0.603 -0.018 0.003 0.018 0.32
O 3.235 -2.318 -0.968 0.088 0.363 0.431 -0.38
C 2.598 -2.957 -2.048 -0.119 -0.132 -0.198 -0.95
H 3.142 -3.889 -2.195 -0.074 0.053 -0.028 0.23
H 1.551 -3.181 -1.822 0.035 0.026 -0.019 0.36
H 2.653 -2.356 -2.961 -0.019 -0.013 0.042 0.39
H 1.142 -0.918 -1.969 -0.011 -0.069 -0.088 0.58
C 0.041 1.344 -1.367 0.005 0.140 0.113 0.36
O -0.281 1.016 -2.495 -0.031 -0.171 -0.169 -0.68
N -0.651 2.256 -0.647 -0.020 0.179 0.260 -0.10
H -0.402 2.417 0.315 0.071 -0.106 -0.074 0.22
C -1.864 2.872 -1.129 -0.291 0.190 -0.039 -0.99
H -1.963 2.578 -2.177 -0.002 0.125 0.098 0.40
H -1.761 3.961 -1.072 -0.015 -0.089 -0.095 0.34
C -3.092 2.424 -0.334 0.274 -0.255 -0.280 -0.66
H -2.952 2.673 0.721 -0.065 0.067 0.070 0.32
H -3.960 2.979 -0.695 -0.051 0.074 0.045 0.35
C -3.347 0.926 -0.477 -0.242 0.211 0.229 -0.30
C -4.579 0.486 0.307 0.158 -0.244 -0.142 -0.57
H -5.456 1.035 -0.042 -0.031 0.044 0.070 0.32
H -4.451 0.722 1.365 -0.061 0.057 0.013 0.33
C -4.837 -1.009 0.160 -0.102 0.298 0.141 -0.63
C -6.039 -1.458 0.949 -0.060 0.061 0.063 0.48
O -6.719 -0.769 1.659 -0.060 0.160 0.088 -0.56
O -6.284 -2.766 0.771 0.042 -0.614 -0.205 -0.44
H -7.060 -3.036 1.287 0.099 0.307 0.015 0.34
H -5.002 -1.277 -0.886 0.043 -0.075 0.000 0.33
H -3.978 -1.588 0.507 -0.001 -0.063 -0.059 0.32
H -2.473 0.375 -0.122 0.048 -0.062 -0.057 0.23
H -3.477 0.685 -1.534 0.061 -0.056 -0.081 0.31
H 1.629 2.345 0.733 -0.022 0.129 0.033 0.49
H 4.806 0.257 3.032 0.037 0.140 -0.042 0.26
H 5.607 1.221 1.763 -0.032 -0.016 0.035 0.30
```
Forces are in eV/Å.

Output
Total charge: 0
Electronic energy: -1129.6793 a.u.
Gap between HOMO and LUMO: 9.0773 eV
SMILES string: COc1cc(C(=O)NCCCCCC(=O)O)cc(OC)c1OC
E_LUMO: 0.7 eV
Strongest force on any atom: 0.701 eV/Å

---

(2)
Molecular formula: C13H41AgN10O7
Method: DFT, ωB97M-V with the def2-TZVPD basis set

Structure (XYZ):
```
72
Properties=species:S:1:pos:R:3:forces:R:3:mulliken_charge:R:1
Ag 2.591 -0.062 -1.151 -0.008 0.225 -0.268 -0.28
C -0.088 -1.401 0.208 0.502 -0.119 -1.357 -0.51
O 0.119 -0.998 -1.094 -0.290 0.400 -0.504 -0.12
H 0.739 -2.020 0.557 0.514 -0.538 0.402 -0.42
H -0.097 -0.592 0.939 -0.533 0.323 0.368 0.00
H -0.972 -2.038 0.237 -0.696 -0.037 0.854 0.29
C 0.468 3.420 0.730 -1.626 1.321 -0.569 -1.78
C 1.044 2.452 -0.283 0.485 1.609 0.316 2.32
C 1.393 3.148 -1.627 0.836 0.204 1.429 -1.05
O 0.331 3.878 -2.185 -1.351 -1.145 -0.306 -0.41
C -0.706 2.951 -2.543 -0.525 -0.416 0.254 -0.16
N 2.248 1.944 0.401 -0.160 -1.308 -0.082 -0.37
H 1.202 4.143 1.085 0.327 -0.483 0.496 0.41
H -0.099 2.882 1.490 0.636 -0.054 0.552 0.16
H -0.285 4.111 0.352 -0.370 -0.101 -0.675 0.44
H 0.291 1.680 -0.446 0.521 -0.542 -0.030 -1.07
H 1.870 2.451 -2.316 -0.251 -0.291 -0.214 0.24
H 2.156 3.883 -1.369 0.157 0.215 -0.099 0.50
H -1.282 2.467 -1.755 0.284 0.757 1.035 0.09
H -0.318 2.024 -2.964 0.420 0.377 -0.888 -0.05
H -1.519 3.402 -3.113 0.623 0.344 -0.534 0.42
H 2.017 1.916 1.384 -0.168 -0.589 0.318 0.13
H 3.076 2.522 0.423 -0.037 0.446 -0.943 0.35
C -2.534 0.641 2.825 -0.716 0.117 0.006 -1.04
C -2.019 0.633 4.244 0.475 0.502 0.859 0.82
C -1.713 2.065 4.770 0.113 -0.148 0.384 -0.92
O -0.430 2.475 4.375 1.153 1.173 -1.244 -0.34
C -0.181 3.923 4.258 -1.264 -1.645 0.839 -0.81
N -2.863 -0.049 5.270 0.509 0.580 -0.458 -0.70
H -2.882 -0.368 2.605 -0.003 0.052 -0.425 0.33
H -1.810 0.958 2.074 0.326 -0.266 0.224 -0.04
H -3.362 1.341 2.707 -0.351 -0.106 0.093 0.32
H -1.075 0.089 4.210 0.215 0.104 0.233 0.09
H -1.719 2.099 5.859 -0.167 -0.405 0.391 0.42
H -2.477 2.785 4.481 -0.258 0.029 -0.531 0.44
H -0.649 4.361 3.377 0.199 -0.248 -0.330 0.31
H 0.896 4.086 4.294 -0.217 -0.104 -0.085 0.22
H -0.693 4.374 5.108 0.329 0.359 0.277 0.41
H -3.412 -0.812 4.902 -0.063 0.104 -0.181 0.25
H -3.468 0.619 5.727 -0.256 -0.084 -0.076 0.21
C 1.735 -0.653 -4.340 4.557 -1.925 -2.003 0.02
O 2.553 -0.449 -5.232 0.204 0.877 -0.837 -0.65
N 1.941 -1.636 -3.483 0.227 -2.138 1.449 -0.12
N 0.666 -0.011 -4.123 -5.009 3.184 0.327 -0.14
H 2.824 -2.122 -3.550 -0.501 -0.016 0.073 0.19
H 1.136 -1.973 -2.974 0.578 -0.303 0.584 0.21
H 0.385 0.722 -4.759 0.038 -0.270 0.262 0.19
H 0.078 -0.308 -3.357 -0.066 0.459 0.135 0.11
C -3.523 -0.028 -1.328 -1.439 4.453 1.462 0.39
O -4.680 0.348 -1.244 -1.731 -0.680 -0.225 -0.78
N -3.052 -0.961 -2.061 1.122 -4.386 -2.869 -0.22
N -2.593 0.747 -0.764 2.243 1.340 1.727 -0.01
H -3.647 -1.362 -2.771 0.141 -0.075 0.389 0.21
H -2.063 -1.165 -2.061 0.292 0.059 -0.039 0.16
H -1.605 0.539 -0.782 0.164 -0.448 -0.217 -0.33
H -2.837 1.633 -0.345 -0.436 -0.553 -0.050 0.25
C -0.314 -5.047 -1.918 1.273 -2.258 -0.757 0.49
O -0.270 -6.201 -2.308 -0.829 -1.057 -0.599 -0.73
N -1.368 -4.381 -1.567 -4.532 1.160 0.977 -0.27
N 0.781 -4.340 -1.819 3.113 1.753 0.471 -0.13
H -1.369 -3.478 -1.114 0.273 -0.061 -0.325 0.22
H -2.263 -4.836 -1.675 0.244 0.081 0.172 0.18
H 0.778 -3.609 -1.123 0.518 0.339 -0.450 -0.03
H 1.637 -4.827 -2.044 -0.168 0.250 0.301 0.15
C 3.912 -2.962 -0.126 -0.613 3.010 0.938 0.39
O 3.890 -1.734 -0.094 -0.159 -0.493 0.376 -0.08
N 4.959 -3.628 -0.541 2.364 -1.870 -1.260 -0.47
N 2.957 -3.767 0.333 -1.680 -1.080 0.668 -0.26
H 4.746 -4.601 -0.709 0.900 0.058 -0.453 0.21
H 5.630 -3.134 -1.112 -0.145 -0.204 0.027 0.31
H 3.094 -4.762 0.231 -0.534 0.245 0.291 0.18
H 2.098 -3.396 0.713 0.280 -0.065 -0.081 0.25
```
Forces are in eV/Å.

Output
Total charge: -1
Electronic energy: -1741.1378 a.u.
Multiplicity: 2
Gap between HOMO and LUMO (spin up / spin down): 3.2033 / 7.5160 eV
E_LUMO (spin up / spin down): 2.5 / 2.3 eV
Strongest force on any atom: 5.944 eV/Å

---

(3)
Molecular formula: C4H12N3
Method: DFT, ωB97M-V with the def2-TZVPD basis set

Structure (XYZ):
```
19
Properties=species:S:1:pos:R:3:forces:R:3:mulliken_charge:R:1
C 3.700 -0.251 0.281 -2.935 4.461 -1.577 -1.11
C 1.418 0.175 0.075 6.213 -1.289 0.723 0.39
C -2.057 -0.893 -0.632 -1.444 -0.890 -1.776 -1.05
C -2.895 -0.317 0.374 0.426 2.028 -0.986 0.37
N 0.559 -0.695 -0.015 -2.069 1.332 -0.856 -0.49
N -3.336 0.936 0.290 -2.026 -0.575 3.319 -0.32
N 1.588 1.420 -0.216 0.653 3.659 -0.879 -0.36
H 3.913 0.299 -0.668 -0.240 -0.974 0.380 0.32
H 4.167 0.385 1.027 -0.361 -0.720 0.742 0.34
H 3.785 -1.259 0.208 0.524 -2.764 0.219 0.36
H -1.975 -1.983 -0.629 -0.457 0.055 0.344 0.31
H -2.336 -0.597 -1.679 0.245 0.064 0.966 0.33
H -3.117 -0.786 1.327 0.142 -0.113 -0.074 0.36
H 0.681 -1.534 0.442 0.718 -2.081 0.973 0.21
H -0.946 -0.659 -0.514 0.204 0.631 0.566 0.35
H -3.434 1.580 -0.486 0.634 -0.571 -0.407 0.26
H -3.913 1.269 1.147 1.372 -0.665 -2.065 0.29
H 0.867 2.130 -0.418 0.185 -0.899 0.086 0.21
H 2.566 1.791 -0.291 -1.784 -0.690 0.302 0.21
```
Forces are in eV/Å.

Output
Total charge: +1
Electronic energy: -323.4776 a.u.
Gap between HOMO and LUMO (spin up / spin down): 6.9368 / 6.9378 eV
E_LUMO (spin up / spin down): -4.4 / -4.4 eV
Strongest force on any atom: 6.387 eV/Å

---

(4)
Molecular formula: C24H33AsF5IrO6PS
Method: DFT, ωB97M-V with the def2-TZVPD basis set

Structure (XYZ):
```
72
Properties=species:S:1:pos:R:3:forces:R:3:mulliken_charge:R:1
Ir -0.692 -0.306 0.027 -0.263 0.002 0.047 1.90
F -5.470 0.011 -5.634 0.046 -0.009 0.056 -0.27
C -4.884 -0.213 -4.473 -0.046 0.024 -0.116 0.64
C -3.515 -0.021 -4.341 -0.053 0.021 -0.092 -0.22
F -2.799 0.386 -5.383 0.001 -0.008 0.031 -0.28
C -2.913 -0.250 -3.125 -0.030 -0.066 0.036 -1.04
F -1.591 -0.043 -3.048 -0.078 -0.091 0.056 0.04
C -3.632 -0.681 -2.004 -0.069 0.042 -0.151 1.10
S -2.962 -1.034 -0.456 0.423 -0.028 0.091 -0.13
C -5.016 -0.865 -2.179 0.080 -0.019 0.077 0.30
F -5.764 -1.268 -1.162 0.061 0.007 0.005 -0.30
C -5.637 -0.636 -3.388 -0.093 0.019 -0.095 0.21
F -6.943 -0.813 -3.522 0.078 0.006 0.016 -0.26
C 5.202 -0.834 3.868 -0.056 -0.030 0.030 -0.77
O 4.140 -1.239 4.725 -0.005 0.039 -0.059 -0.47
C 2.905 -1.325 4.207 0.144 -0.029 0.094 1.18
C 1.903 -1.729 5.120 0.082 0.024 -0.026 -1.07
C 0.632 -1.869 4.670 -0.162 0.005 -0.107 -0.83
C 0.263 -1.592 3.322 0.122 -0.021 0.197 -0.35
C -1.064 -1.843 2.879 -0.260 0.041 -0.251 1.07
C -2.070 -2.521 3.769 0.004 0.009 0.043 -1.91
O -1.476 -1.532 1.734 -0.035 -0.217 0.438 -0.78
C 1.269 -1.149 2.424 0.111 0.045 0.025 0.02
O 1.060 -0.832 1.174 0.002 -0.140 0.109 -0.13
C 2.598 -1.052 2.892 -0.069 0.064 -0.073 -0.14
H 6.094 -0.816 4.484 0.014 -0.005 0.028 0.25
H 5.016 0.163 3.464 -0.001 0.028 -0.003 0.33
H 5.335 -1.545 3.051 0.000 -0.018 -0.016 0.32
H 2.177 -1.928 6.147 0.006 0.005 -0.033 0.47
H -0.129 -2.190 5.369 0.002 -0.002 -0.044 0.47
H -1.653 -3.400 4.257 -0.017 0.012 -0.011 0.56
H -2.931 -2.807 3.171 -0.002 0.006 -0.003 0.30
H -2.399 -1.829 4.550 0.023 -0.023 -0.007 0.40
H 3.349 -0.747 2.179 0.014 -0.018 0.018 0.13
C 3.565 0.924 -0.326 0.023 0.007 -0.005 -0.95
C 3.039 -0.263 -1.117 0.002 -0.049 0.020 -0.95
As 1.180 -0.183 -1.667 -0.097 0.170 -0.144 0.49
C 1.068 1.528 -2.594 0.088 0.061 -0.105 -0.29
C 2.184 1.885 -3.574 -0.025 0.041 0.062 -1.45
C 1.147 -1.664 -2.937 -0.035 0.033 -0.131 -0.84
C 1.461 -1.318 -4.389 -0.012 -0.072 0.018 -1.31
H 4.653 0.869 -0.254 -0.012 0.010 0.011 0.42
H 3.165 0.923 0.686 -0.034 0.025 -0.006 -0.13
H 3.320 1.881 -0.790 0.004 -0.023 -0.003 0.33
H 3.127 -1.189 -0.549 0.042 -0.008 0.012 0.57
H 3.588 -0.394 -2.053 0.064 -0.001 0.002 0.67
H 1.042 2.240 -1.766 -0.019 0.055 -0.001 0.38
H 0.087 1.573 -3.065 0.039 0.030 -0.024 0.30
H 3.175 1.672 -3.170 -0.020 0.008 0.005 0.32
H 2.148 2.953 -3.792 0.003 0.002 -0.014 0.40
H 2.086 1.355 -4.517 -0.006 -0.029 -0.021 0.34
H 0.170 -2.134 -2.852 -0.058 -0.001 -0.001 0.45
H 1.876 -2.368 -2.533 0.005 -0.069 -0.015 0.60
H 0.753 -0.595 -4.794 -0.005 0.000 0.018 0.27
H 1.398 -2.218 -5.001 0.008 0.005 -0.010 0.43
H 2.466 -0.914 -4.504 0.019 0.007 0.008 0.31
C 0.976 2.434 1.883 -0.056 0.126 0.010 -0.01
O -0.460 2.528 1.892 0.043 -0.021 0.111 -0.36
P -1.392 1.831 0.826 0.178 -0.246 -0.074 0.24
O -1.540 2.944 -0.295 -0.036 0.122 -0.104 -0.36
C -2.540 2.822 -1.320 0.045 -0.022 0.012 -0.49
O -2.811 1.911 1.520 -0.154 0.014 0.064 -0.32
C -3.167 1.061 2.628 0.051 0.054 -0.032 -0.58
H 1.304 2.577 2.908 -0.016 0.028 0.018 0.36
H 1.383 3.223 1.253 0.012 -0.010 -0.011 0.27
H 1.294 1.456 1.533 -0.011 -0.074 -0.055 -0.33
H -2.397 3.659 -1.995 0.011 0.032 0.000 0.32
H -3.534 2.864 -0.879 -0.021 0.005 0.015 0.30
H -2.418 1.887 -1.872 0.035 0.085 0.075 0.04
H -4.123 1.419 2.992 -0.016 0.034 -0.004 0.33
H -2.420 1.142 3.418 -0.001 0.005 -0.001 0.30
H -3.256 0.029 2.294 -0.011 -0.010 -0.014 0.16
```
Forces are in eV/Å.

Output
Total charge: +1
Electronic energy: -4964.4582 a.u.
Multiplicity: 5
Gap between HOMO and LUMO (spin up / spin down): 7.9855 / 5.2853 eV
E_LUMO (spin up / spin down): -2.3 / -5.6 eV
Strongest force on any atom: 0.490 eV/Å

---

(5)
Molecular formula: C4H11N3O2
Method: DFT, ωB97M-V with the def2-TZVPD basis set

Structure (XYZ):
```
20
Properties=species:S:1:pos:R:3:forces:R:3:mulliken_charge:R:1
C -0.872 2.208 -0.028 -0.678 1.898 -0.554 -1.04
C 0.380 1.378 -0.216 -1.860 -0.636 1.194 -0.31
C 1.269 -0.773 0.634 2.277 -0.527 -0.912 -0.66
C 1.586 -1.568 -0.688 -0.560 0.551 -0.343 -0.96
H -1.850 1.780 -0.455 1.680 0.588 0.691 0.27
H -0.666 3.211 -0.549 -0.598 -1.279 0.763 0.37
H -0.955 2.401 1.071 -0.309 -0.061 -0.969 0.30
H 1.209 1.944 0.186 0.363 -0.216 0.138 0.39
H 0.537 1.147 -1.250 0.265 -0.413 -0.598 0.29
H 2.223 -0.312 0.964 -0.757 0.241 -0.101 0.35
H 1.058 -1.504 1.376 -0.282 -0.731 0.759 0.38
H 0.644 -2.041 -1.058 0.861 0.204 0.154 0.26
H 2.029 -0.967 -1.537 -0.564 -0.403 1.047 0.27
H 2.320 -2.354 -0.440 -0.395 0.276 -0.077 0.36
H -2.375 -1.369 0.979 -0.505 -0.298 0.254 0.41
N 0.175 0.174 0.665 1.666 0.556 -1.231 -0.34
N -0.962 -0.513 0.396 -0.877 -0.006 -1.334 0.89
N -1.516 -0.638 -0.777 -0.178 0.266 0.460 -0.04
O -1.581 -1.036 1.469 -0.513 -0.072 0.283 -0.53
O -2.652 -1.170 -0.742 0.964 0.062 0.374 -0.68
```
Forces are in eV/Å.

Output
Total charge: 0
Electronic energy: -473.5786 a.u.
Gap between HOMO and LUMO: 10.2211 eV
SMILES string: CCN(CC)N(O)N=O
E_LUMO: 1.0 eV
Strongest force on any atom: 2.509 eV/Å